(1)
Formula: C3H4OS
Source: the Open Molecules 2025 dataset
Level of theory: ωB97M-V/def2-TZVPD

Computed properties:
ΔE to the lowest compared entry with this formula, charge and spin = 75.0 kcal/mol
E_tot = -16054.8568 eV
gap between HOMO and LUMO = 9.6 eV
2S+1 = 1
SMILES = C[C@]12O[C@H]1S2

```
9
Properties=species:S:1:pos:R:3:forces:R:3:lowdin_charge:R:1
C 0.699 0.462 -0.871 -1.217 -1.946 -2.723 -0.04
C -0.097 0.051 0.333 2.323 1.841 -0.551 -0.84
O 0.377 -0.890 1.261 -0.553 -1.532 -0.457 -0.09
C -1.094 -0.680 0.963 0.974 0.064 -0.186 -0.36
S -0.954 1.052 1.509 -1.865 0.567 0.414 0.93
H 1.686 0.811 -0.661 0.445 0.406 0.757 0.06
H 0.237 1.171 -1.647 0.243 -1.031 1.594 0.11
H 0.880 -0.527 -1.428 -0.212 1.337 0.517 0.11
H -1.733 -1.450 0.542 -0.137 0.294 0.636 0.12
```
Positions in Å, forces in eV/Å.

(2)
Formula: C3H4OS
Source: the Open Molecules 2025 dataset
Level of theory: ωB97M-V/def2-TZVPD

Computed properties:
ΔE to the lowest compared entry with this formula, charge and spin = 99.3 kcal/mol
E_tot = -16053.8043 eV
gap between HOMO and LUMO (spin up / spin down) = 7.9 / 7.1 eV
2S+1 = 1

```
9
Properties=species:S:1:pos:R:3:forces:R:3:lowdin_charge:R:1
C -0.047 0.220 0.066 -0.831 -0.678 0.320 -0.20
C 0.975 0.965 0.278 2.667 -1.611 -0.760 0.00
C -0.858 -0.899 -0.175 -0.413 2.169 0.244 -0.33
O -3.364 0.329 -0.680 0.367 0.061 0.097 -0.63
S -2.468 0.075 0.478 0.836 0.185 0.000 0.87
H 1.051 1.732 0.941 -0.875 2.733 1.589 0.02
H 2.092 0.767 0.065 -1.809 -0.581 -0.522 0.11
H -1.173 -0.887 -1.201 -0.124 -1.295 -0.493 0.08
H -0.739 -1.695 0.529 0.182 -0.982 -0.476 0.08
```
Positions in Å, forces in eV/Å.

(3)
Formula: C3H4OS
Source: the Open Molecules 2025 dataset
Level of theory: ωB97M-V/def2-TZVPD

Computed properties:
ΔE to the lowest compared entry with this formula, charge and spin = 81.7 kcal/mol
E_tot = -16054.5682 eV
gap between HOMO and LUMO = 9.3 eV
2S+1 = 1
SMILES = C=COC=S

```
9
Properties=species:S:1:pos:R:3:forces:R:3:lowdin_charge:R:1
C 1.638 -0.540 0.177 3.760 12.134 -3.244 0.07
C 0.598 0.130 -0.197 -2.928 -0.658 0.452 -0.18
O -0.653 -0.600 -0.200 4.557 0.280 -0.928 -0.12
C -1.617 0.177 0.063 -0.385 3.512 2.955 -0.92
S -3.048 -0.352 -0.036 -4.977 -1.133 -0.537 0.77
H 2.516 0.283 -0.255 -1.485 -3.246 2.039 0.17
H 1.599 -1.461 0.210 0.471 -8.986 0.836 -0.02
H 0.429 1.186 -0.417 0.503 -0.382 -0.065 0.12
H -1.463 1.176 0.654 0.483 -1.522 -1.509 0.12
```
Positions in Å, forces in eV/Å.

(4)
Formula: C3H4OS
Source: the Open Molecules 2025 dataset
Level of theory: ωB97M-V/def2-TZVPD

Computed properties:
ΔE to the lowest compared entry with this formula, charge and spin = 77.5 kcal/mol
E_tot = -16054.7469 eV
gap between HOMO and LUMO = 8.1 eV
2S+1 = 1
SMILES = OCC1=CS1

```
9
Properties=species:S:1:pos:R:3:forces:R:3:lowdin_charge:R:1
O 0.197 1.420 -0.972 -1.958 0.070 -0.097 -0.09
C -0.624 0.601 -0.114 -1.695 -0.408 -1.614 -0.25
C 0.275 -0.440 0.310 0.731 -1.162 0.959 -0.53
C 0.741 -1.544 0.783 -1.169 1.637 -0.393 -0.32
S 2.075 -0.399 0.389 1.039 0.082 0.010 0.77
H -0.410 1.345 -1.717 0.914 0.984 -0.805 0.08
H -1.235 1.150 0.629 0.969 -0.119 0.128 0.13
H -1.451 0.126 -0.778 1.185 0.431 1.077 0.15
H 0.432 -2.260 1.470 -0.014 -1.515 0.737 0.05
```
Positions in Å, forces in eV/Å.

(5)
Formula: C3H4OS
Source: the Open Molecules 2025 dataset
Level of theory: ωB97M-V/def2-TZVPD

Computed properties:
ΔE to the lowest compared entry with this formula, charge and spin = 52.1 kcal/mol
E_tot = -16055.8500 eV
gap between HOMO and LUMO = 8.7 eV
2S+1 = 1
SMILES = C=C1S[C@H]1O

```
9
Properties=species:S:1:pos:R:3:forces:R:3:lowdin_charge:R:1
C 1.268 0.854 -0.229 -0.088 0.241 0.024 -0.02
C 0.065 0.350 0.125 2.012 3.499 -0.992 -0.76
S -1.338 1.370 0.454 -0.520 -2.275 0.186 0.74
C -0.773 -0.712 0.498 0.188 -0.014 -1.521 -0.35
O -1.175 -1.687 -0.382 -0.510 0.461 3.186 0.06
H 1.396 2.007 -0.365 -0.331 -2.458 0.305 0.10
H 2.150 0.208 -0.355 -0.468 0.390 -0.053 0.06
H -0.599 -1.054 1.468 -0.648 -0.571 1.592 0.11
H -0.993 -1.337 -1.213 0.366 0.726 -2.727 0.07
```
Positions in Å, forces in eV/Å.

(6)
Formula: C3H4OS2
Source: the Open Molecules 2025 dataset
Level of theory: ωB97M-V/def2-TZVPD

Computed properties:
ΔE to the lowest compared entry with this formula, charge and spin = 72.6 kcal/mol
E_tot = -26890.7418 eV
gap between HOMO and LUMO = 8.2 eV
2S+1 = 1
SMILES = O=CSCC=S

```
10
Properties=species:S:1:pos:R:3:forces:R:3:lowdin_charge:R:1
O 0.447 1.852 0.007 7.182 -3.816 -0.531 -0.16
C 1.599 1.124 -0.007 -3.984 3.994 1.657 -0.57
S 1.606 -0.582 0.123 -1.868 -0.365 -0.147 0.89
C -0.251 -0.879 -0.341 1.701 -1.554 -1.091 -0.47
C -1.415 -0.422 0.536 -1.865 0.309 -0.776 -0.66
S -2.779 0.332 -0.047 1.973 -0.900 0.161 0.67
H 2.750 1.475 0.166 -2.834 0.052 -0.720 0.11
H -0.218 -0.272 -1.236 -0.627 0.189 -0.191 0.03
H -0.162 -2.003 -0.795 -0.845 2.448 1.724 0.13
H -1.577 -0.625 1.595 1.169 -0.356 -0.085 0.03
```
Positions in Å, forces in eV/Å.

(7)
Formula: C3H4OS2
Source: the Open Molecules 2025 dataset
Level of theory: ωB97M-V/def2-TZVPD

Computed properties:
ΔE to the lowest compared entry with this formula, charge and spin = 52.6 kcal/mol
E_tot = -26891.6086 eV
gap between HOMO and LUMO = 9.4 eV
2S+1 = 1
SMILES = S=C1OCCS1

```
10
Properties=species:S:1:pos:R:3:forces:R:3:lowdin_charge:R:1
S 2.426 1.897 0.730 3.538 2.915 1.539 0.78
C 1.201 1.001 0.526 -1.659 -1.857 2.148 -1.31
O 0.873 0.686 -0.660 -0.187 -0.934 -4.850 -0.15
C -0.123 -0.226 -0.900 -3.580 -2.715 -1.593 -0.26
C -0.804 -0.477 0.425 -4.318 -3.451 0.733 -0.55
S 0.171 0.183 1.701 0.971 0.369 0.999 0.95
H -0.884 0.182 -1.681 1.594 -0.477 1.247 0.15
H 0.029 -1.419 -1.224 1.264 3.564 0.090 0.18
H -1.895 -0.178 0.641 1.541 0.381 -1.037 0.09
H -0.993 -1.649 0.441 0.837 2.206 0.724 0.11
```
Positions in Å, forces in eV/Å.

(8)
Formula: C3H4OS3
Source: the Open Molecules 2025 dataset
Level of theory: ωB97M-V/def2-TZVPD

Computed properties:
ΔE to the lowest compared entry with this formula, charge and spin = 8.5 kcal/mol
E_tot = -37728.3525 eV
gap between HOMO and LUMO = 8.6 eV
2S+1 = 1
SMILES = O=C(S)CSC=S

```
11
Properties=species:S:1:pos:R:3:forces:R:3:lowdin_charge:R:1
O 1.129 -1.322 1.821 -0.261 0.370 -0.651 0.00
C 1.242 -0.360 1.104 0.135 -0.124 0.488 -0.86
S 2.610 0.762 1.244 0.237 0.043 0.030 0.84
C 0.266 0.135 0.057 -0.472 -0.236 1.085 -0.52
S -1.086 -1.026 -0.078 -0.478 -0.284 -0.514 0.91
C -2.105 -0.356 -1.326 0.564 0.672 0.525 -1.01
S -1.920 1.117 -2.034 -0.345 -1.219 0.240 0.60
H 3.134 0.063 2.256 0.131 0.038 0.044 -0.10
H 0.757 0.322 -0.860 0.519 -0.097 -1.163 0.06
H -0.067 1.113 0.384 -0.351 0.214 0.154 0.08
H -2.930 -1.080 -1.478 0.320 0.622 -0.238 0.02
```
Positions in Å, forces in eV/Å.

(9)
Formula: C3H4OS3
Source: the Open Molecules 2025 dataset
Level of theory: ωB97M-V/def2-TZVPD

Computed properties:
ΔE to the lowest compared entry with this formula, charge and spin = 46.0 kcal/mol
E_tot = -37726.7265 eV
gap between HOMO and LUMO = 8.1 eV
2S+1 = 1
SMILES = OC(=S)CSC=S

```
11
Properties=species:S:1:pos:R:3:forces:R:3:lowdin_charge:R:1
O -1.340 1.209 0.256 0.535 -0.130 -0.584 -0.14
C -0.432 1.113 -0.809 -1.085 -2.076 3.313 -0.91
S 0.432 2.314 -1.469 -0.887 -0.516 0.148 0.73
C -0.174 -0.438 -1.000 0.625 2.352 -4.343 -0.55
S -0.363 -1.330 0.456 0.301 -1.536 1.391 0.87
C 0.912 -0.651 1.423 0.961 -1.237 0.753 -0.96
S 1.101 -1.150 3.022 -0.040 1.372 -2.772 0.58
H -1.491 0.293 0.786 0.639 2.429 -2.045 0.08
H -1.017 -0.825 -1.651 0.964 0.431 0.454 0.10
H 0.798 -0.425 -1.664 -1.621 -0.844 1.629 0.12
H 1.574 -0.111 0.649 -0.392 -0.246 2.058 0.07
```
Positions in Å, forces in eV/Å.

(10)
Formula: C3H4P2
Source: the Open Molecules 2025 dataset
Level of theory: ωB97M-V/def2-TZVPD

Computed properties:
ΔE to the lowest compared entry with this formula, charge and spin = 11.2 kcal/mol
E_tot = -21750.7401 eV
gap between HOMO and LUMO = 6.8 eV
2S+1 = 1

```
9
Properties=species:S:1:pos:R:3:forces:R:3:lowdin_charge:R:1
C -1.069 0.369 -0.049 0.820 0.709 0.755 -0.99
C 0.207 0.721 0.243 -1.663 -2.878 -1.535 -0.24
C 1.209 -0.382 -0.044 -2.435 0.116 -1.400 -0.13
P -2.779 0.810 -0.009 0.023 -0.869 -0.112 0.58
P -2.121 -1.082 -0.494 0.084 1.609 0.140 0.58
H 0.508 1.565 0.762 0.204 1.851 0.629 0.06
H 0.598 -1.005 -0.762 1.411 0.135 0.670 0.05
H 1.326 -0.918 0.855 0.734 -0.935 1.019 0.05
H 2.120 -0.079 -0.503 0.821 0.261 -0.166 0.05
```
Positions in Å, forces in eV/Å.